# C24H40Br12N2O6S

A 7-piece molecular cluster, C24H40Br12N2O6S overall (ωB97M-V with the def2-TZVPD basis set, the OMol25 dataset).

Bonds (Å) are listed after each position.
Cartesian coordinates (Å):
1 O -0.251 -0.758 -3.033  C2 1.209
2 C -0.754 -0.232 -3.998  O1 1.209, O3 1.332, H22 1.097
3 O -0.855 -0.842 -5.178  C2 1.332, C4 1.431
4 C -1.159 0.010 -6.287  O3 1.431, C5 1.534, H23 1.081, H24 1.081
5 C -2.546 -0.242 -6.891  C4 1.534, C6 1.529, H25 1.084, H26 1.080
6 C -3.189 -1.557 -6.448  C5 1.529, C7 1.523, H27 1.084, H28 1.077
7 C -4.648 -1.643 -6.874  C6 1.523, C8 1.515, H29 1.082, H30 1.086
8 C -5.579 -0.883 -5.951  C7 1.515, O9 1.428, C13 1.509, H31 1.084
9 O -5.286 -1.245 -4.601  C8 1.428, C10 1.379
10 C -5.856 -2.489 -4.434  O9 1.379, O11 1.197, O12 1.351
11 O -5.529 -3.283 -3.601  C10 1.197
12 O -6.830 -2.656 -5.356  C10 1.351, C13 1.454
13 C -7.009 -1.362 -5.996  C8 1.509, O12 1.454, C14 1.541, H32 1.076
14 C -8.016 -0.582 -5.129  C13 1.541, C15 1.530, H33 1.082, H34 1.077
15 C -7.513 0.770 -4.618  C14 1.530, S16 1.816, H35 1.079, H36 1.079
16 S -7.966 2.081 -5.791  C15 1.816, C17 1.737
17 C -6.436 2.723 -6.305  S16 1.737, N18 1.266, O21 1.326
18 N -5.322 2.823 -5.711  C17 1.266, N19 1.378
19 N -4.475 3.440 -6.605  N18 1.378, C20 1.247
20 C -5.132 3.673 -7.640  N19 1.247, O21 1.367, H37 1.064
21 O -6.419 3.225 -7.532  C17 1.326, C20 1.367
22 H -1.176 0.777 -3.917  C2 1.097
23 H -1.099 1.050 -5.997  C4 1.081
24 H -0.395 -0.143 -7.035  C4 1.081
25 H -3.216 0.574 -6.644  C5 1.084
26 H -2.422 -0.306 -7.962  C5 1.080
27 H -2.671 -2.356 -6.966  C6 1.084
28 H -3.045 -1.752 -5.398  C6 1.077
29 H -4.922 -2.687 -6.940  C7 1.082
30 H -4.712 -1.256 -7.887  C7 1.086
31 H -5.552 0.173 -6.193  C8 1.084
32 H -7.449 -1.518 -6.965  C13 1.076
33 H -8.875 -0.383 -5.755  C14 1.082
34 H -8.392 -1.192 -4.325  C14 1.077
35 H -6.463 0.779 -4.374  C15 1.079
36 H -8.033 1.001 -3.702  C15 1.079
37 H -4.833 4.149 -8.543  C20 1.064
38 Br 2.845 -0.242 -0.172  C39 1.946
39 C 1.906 -1.886 -0.620  Br38 1.946, C40 1.502, H42 1.085, H43 1.088
40 C 0.956 -2.295 0.470  C39 1.502, Br41 1.951, H44 1.088, H45 1.084
41 Br 1.897 -3.074 1.991  C40 1.951
42 H 2.663 -2.635 -0.823  C39 1.085
43 H 1.355 -1.665 -1.532  C39 1.088
44 H 0.285 -3.075 0.118  C40 1.088
45 H 0.374 -1.466 0.856  C40 1.084
46 Br 5.145 -0.912 5.557  C47 1.947
47 C 4.208 -2.581 5.197  Br46 1.947, C48 1.504, H50 1.085, H51 1.088
48 C 3.291 -2.960 6.327  C47 1.504, Br49 1.947, H52 1.087, H53 1.085
49 Br 4.275 -3.680 7.844  C48 1.947
50 H 4.967 -3.330 5.001  C47 1.085
51 H 3.637 -2.397 4.290  C47 1.088
52 H 2.623 -3.758 6.012  C48 1.087
53 H 2.711 -2.123 6.699  C48 1.085
54 Br 1.549 -6.069 4.782  C55 1.947
55 C 0.195 -5.855 3.399  Br54 1.947, C56 1.505, H58 1.084, H59 1.088
56 C -0.515 -7.150 3.109  C55 1.505, Br57 1.946, H60 1.088, H61 1.085
57 Br 0.589 -8.350 2.047  C56 1.946
58 H 0.704 -5.442 2.535  C55 1.084
59 H -0.501 -5.118 3.793  C55 1.088
60 H -1.403 -6.968 2.508  C56 1.088
61 H -0.791 -7.690 4.008  C56 1.085
62 Br 3.804 3.530 3.870  C63 1.945
63 C 5.328 3.011 4.960  Br62 1.945, C64 1.505, H66 1.085, H67 1.087
64 C 5.486 3.897 6.166  C63 1.505, Br65 1.946, H68 1.089, H69 1.085
65 Br 6.236 5.628 5.692  C64 1.946
66 H 6.196 3.029 4.309  C63 1.085
67 H 5.127 1.987 5.267  C63 1.087
68 H 6.193 3.460 6.870  C64 1.089
69 H 4.545 4.089 6.672  C64 1.085
70 Br 2.632 6.708 6.286  C71 1.946
71 C 1.222 6.152 7.506  Br70 1.946, C72 1.505, H74 1.085, H75 1.088
72 C 1.696 5.091 8.462  C71 1.505, Br73 1.947, H76 1.088, H77 1.085
73 Br 1.829 3.351 7.598  C72 1.947
74 H 0.387 5.824 6.896  C71 1.085
75 H 0.940 7.051 8.051  C71 1.088
76 H 0.979 4.956 9.269  C72 1.088
77 H 2.673 5.310 8.879  C72 1.085
78 Br 10.792 4.235 4.183  C79 1.944
79 C 9.819 2.580 3.874  Br78 1.944, C80 1.505, H82 1.084, H83 1.088
80 C 8.911 2.253 5.029  C79 1.505, Br81 1.945, H84 1.089, H85 1.086
81 Br 9.897 1.559 6.555  C80 1.945
82 H 10.558 1.809 3.687  C79 1.084
83 H 9.237 2.751 2.971  C79 1.088
84 H 8.215 1.462 4.754  C80 1.089
85 H 8.360 3.119 5.380  C80 1.086

Results
* HOMO-LUMO gap: 10.0 eV
* E_HOMO: -9.8 eV
* total charge: 0
* calculated total energy: -892146.6284 eV
* molecular weight: 1443.507 g mol⁻¹



# C24H40F5N2O2S

An isolated ion of composition C24H40F5N2O2S and charge +1 (ωB97M-V with the def2-TZVPD basis set, the OMol25 dataset).

Bonds (Å) are listed after each position.
Cartesian coordinates (Å):
1 C 2.605 4.679 -1.895  C2 1.629, H35 1.142, H36 1.150, H37 1.154
2 C 2.644 5.413 -0.442  C1 1.629, C3 1.629, H38 1.139, H39 1.147
3 C 1.128 5.276 0.138  C2 1.629, C4 1.608, H40 1.157, H41 1.141
4 C 0.934 6.180 1.454  C3 1.608, C5 1.617, H42 1.156, H43 1.148
5 C -0.340 7.174 1.407  C4 1.617, C6 1.607, H44 1.156, H45 1.138
6 C -1.314 6.840 2.641  C5 1.607, C7 1.608, H46 1.156, H47 1.147
7 C -2.814 6.418 2.245  C6 1.608, C8 1.601, H48 1.158, H49 1.139
8 C -2.955 5.566 0.897  C7 1.601, C9 1.603, H50 1.142, H51 1.155
9 C -2.040 4.251 0.829  C8 1.603, C10 1.625, H52 1.137, H53 1.148
10 C -2.843 2.913 1.285  C9 1.625, C11 1.618, H54 1.141, H55 1.153
11 C -1.997 2.273 2.506  C10 1.618, C12 1.635, H56 1.149, H57 1.144
12 C -2.188 0.650 2.573  C11 1.635, C13 1.613, H58 1.154, H59 1.145
13 C -0.926 0.019 1.792  C12 1.613, C14 1.629, H60 1.146, H61 1.144
14 C -1.473 -1.324 1.049  C13 1.629, C15 1.622, H62 1.155, H63 1.146
15 C -1.097 -2.557 2.034  C14 1.622, C16 1.630, H64 1.156, H65 1.139
16 C 0.400 -3.040 1.607  C15 1.630, C17 1.613, H66 1.154, H67 1.140
17 C 0.330 -4.422 0.780  C16 1.613, C18 1.636, H68 1.153, H69 1.140
18 C 1.019 -4.297 -0.699  C17 1.636, C19 1.585, H70 1.138, H71 1.153
19 C 0.409 -5.464 -1.580  C18 1.585, C20 1.584, C24 1.550
20 C -1.148 -5.645 -1.807  C19 1.584, C21 1.533, H72 1.141
21 C -1.440 -6.849 -2.710  C20 1.533, N22 1.416, H73 1.152
22 N -0.541 -7.777 -3.290  C21 1.416, N23 1.324, H74 1.040
23 N 0.765 -7.647 -3.114  N22 1.324, C24 1.389
24 C 1.182 -6.569 -2.344  C19 1.550, N23 1.389, S25 1.884
25 S 3.055 -6.428 -2.200  C24 1.884, O26 1.498, O27 1.496, C28 1.897
26 O 3.547 -5.040 -2.479  S25 1.498
27 O 3.480 -7.000 -0.886  S25 1.496
28 C 3.856 -7.523 -3.526  S25 1.897, F29 1.428, F30 1.405, C31 1.607
29 F 5.236 -7.154 -3.525  C28 1.428
30 F 3.821 -8.886 -3.187  C28 1.405
31 C 3.313 -7.235 -5.011  C28 1.607, F32 1.406, F33 1.410, F34 1.423
32 F 2.573 -6.043 -5.106  C31 1.406
33 F 4.391 -7.161 -5.917  C31 1.410
34 F 2.566 -8.382 -5.403  C31 1.423
35 H 1.891 5.253 -2.577  C1 1.142
36 H 3.652 4.601 -2.366  C1 1.150
37 H 2.165 3.619 -1.772  C1 1.154
38 H 2.991 6.495 -0.518  C2 1.139
39 H 3.394 4.818 0.190  C2 1.147
40 H 1.046 4.167 0.457  C3 1.157
41 H 0.360 5.459 -0.686  C3 1.141
42 H 0.901 5.448 2.348  C4 1.156
43 H 1.881 6.808 1.619  C4 1.148
44 H 0.087 8.229 1.611  C5 1.156
45 H -0.848 7.235 0.391  C5 1.138
46 H -1.408 7.799 3.278  C6 1.156
47 H -0.912 6.040 3.358  C6 1.147
48 H -3.197 5.738 3.100  C7 1.158
49 H -3.490 7.334 2.248  C7 1.139
50 H -2.789 6.279 0.020  C8 1.142
51 H -4.050 5.210 0.815  C8 1.155
52 H -1.132 4.373 1.503  C9 1.137
53 H -1.752 4.089 -0.270  C9 1.148
54 H -3.003 2.193 0.414  C10 1.141
55 H -3.886 3.215 1.673  C10 1.153
56 H -0.864 2.432 2.399  C11 1.149
57 H -2.326 2.793 3.470  C11 1.144
58 H -2.198 0.366 3.692  C12 1.154
59 H -3.195 0.383 2.099  C12 1.145
60 H -0.433 0.747 1.058  C13 1.146
61 H -0.133 -0.296 2.555  C13 1.144
62 H -0.968 -1.466 0.020  C14 1.155
63 H -2.598 -1.267 0.836  C14 1.146
64 H -1.859 -3.423 1.967  C15 1.156
65 H -1.102 -2.185 3.111  C15 1.139
66 H 0.937 -3.263 2.604  C16 1.154
67 H 0.976 -2.215 1.071  C16 1.140
68 H 0.933 -5.249 1.310  C17 1.153
69 H -0.745 -4.797 0.737  C17 1.140
70 H 2.140 -4.367 -0.518  C18 1.138
71 H 0.759 -3.278 -1.172  C18 1.153
72 H -1.924 -4.933 -1.368  C20 1.141
73 H -2.552 -7.026 -2.952  C21 1.152
74 H -0.891 -8.566 -3.870  N22 1.040

Results
* HOMO-LUMO gap: 5.4 eV
* E_HOMO: -11.3 eV
* total charge: +1
* calculated total energy: -57017.9381 eV
* molecular weight: 515.653 g mol⁻¹



> The highest molecular weight belongs to which entry?

C24H40Br12N2O6S